(1)
Formula: C2H16O5
Source: the Open Molecules 2025 dataset
Level of theory: ωB97M-V with the def2-TZVPD basis set

```
! wB97M-V def2-TZVPD RIJCOSX def2/J DEFGRID3
* xyz 0 1
C -0.85 2.49 2.78
C -1.31 1.26 2.01
H -0.78 2.23 3.83
H -1.64 3.23 2.69
H 0.08 2.92 2.42
H -2.26 0.99 2.44
H -1.44 1.51 0.96
H -0.70 0.36 2.11
O 4.83 -0.14 1.43
H 4.65 -0.58 0.59
H 5.80 -0.06 1.42
O -3.67 1.99 -2.27
H -3.75 1.03 -2.39
H -2.73 2.10 -2.08
O 2.37 -3.38 -3.47
H 1.71 -3.67 -2.82
H 1.79 -3.22 -4.23
O -1.73 -0.15 -1.13
H -0.80 0.09 -1.24
H -1.65 -0.86 -0.49
O 0.60 -2.34 -0.94
H 1.46 -2.76 -1.07
H 0.05 -3.03 -0.56
*
```

Output
ΔE to the lowest compared entry with this formula, charge and spin   0.753 eV
SMILES   CC.O.O.O.O.O
Calculated total energy   -461.9630 a.u.

***

(2)
Formula: CH16O6
Source: the Open Molecules 2025 dataset
Level of theory: ωB97M-V with the def2-TZVPD basis set

```
! wB97M-V def2-TZVPD RIJCOSX def2/J DEFGRID3
* xyz 0 1
C 1.63 1.59 -4.05
H 2.38 2.17 -4.59
H 0.69 2.05 -4.33
H 1.94 1.74 -3.01
H 1.65 0.57 -4.41
O -1.08 -2.39 0.05
H -0.24 -2.46 -0.46
H -1.61 -3.04 -0.43
O -1.81 1.59 1.15
H -1.40 2.38 1.53
H -2.05 1.05 1.90
O 0.84 -1.65 2.64
H 1.60 -1.54 3.21
H 0.94 -0.93 1.98
O -0.73 4.72 0.39
H -0.57 5.47 -0.21
H -0.41 4.00 -0.17
O -2.34 -1.81 2.34
H -1.71 -2.35 1.82
H -2.23 -0.92 2.00
O 1.51 -3.42 0.49
H 0.78 -3.18 1.10
H 2.23 -3.67 1.06
*
```

Output
ΔE to the lowest compared entry with this formula, charge and spin   1.379 eV
SMILES   C.O.O.O.O.O.O
Calculated total energy   -499.1013 a.u.

***

(3)
Formula: C39H49F3MnN6O2Si
Source: the Open Molecules 2025 dataset
Level of theory: ωB97M-V with the def2-TZVPD basis set

```
! wB97M-V def2-TZVPD RIJCOSX def2/J DEFGRID3
* xyz 1 5
Mn 0.16 0.40 0.45
C -2.14 2.52 0.39
N -1.10 2.04 -0.55
C -1.77 1.67 -1.81
C -0.14 3.14 -0.82
C 0.88 3.26 0.30
N 1.72 2.05 0.38
C 2.54 2.10 1.60
C 2.63 1.96 -0.78
H -2.60 3.43 -0.01
H -1.70 2.73 1.36
H -2.90 1.76 0.52
H -2.29 2.53 -2.25
H -2.51 0.89 -1.60
H -1.04 1.29 -2.52
H -0.69 4.08 -0.93
H 0.35 2.94 -1.77
H 0.38 3.38 1.26
H 1.51 4.15 0.13
H 3.23 2.95 1.57
H 3.12 1.18 1.69
H 1.90 2.18 2.47
H 3.19 2.90 -0.90
H 2.08 1.74 -1.69
H 3.32 1.14 -0.64
N 1.64 -2.77 0.81
C 2.65 -2.53 -0.19
C 3.08 -3.77 -1.00
C 2.00 -4.46 -1.84
C 1.50 -3.63 -3.02
N 2.58 -3.00 -3.79
C 3.42 -3.63 -4.57
N 3.17 -4.87 -5.02
N 4.55 -3.02 -4.95
C 2.27 -1.35 -1.09
O 3.02 -1.07 -2.04
O 1.18 -0.76 -0.85
H 1.94 -3.44 1.51
H 0.77 -3.10 0.41
H 3.56 -2.20 0.32
H 3.47 -4.50 -0.29
H 3.92 -3.49 -1.64
H 1.13 -4.71 -1.22
H 2.40 -5.41 -2.20
H 0.87 -2.81 -2.68
H 0.86 -4.22 -3.68
H 2.90 -2.12 -3.36
H 2.28 -5.31 -4.83
H 3.81 -5.35 -5.62
H 4.81 -2.15 -4.52
H 5.18 -3.43 -5.61
F -1.41 2.88 9.55
C -1.70 1.65 9.11
F -1.04 0.78 9.88
F -3.01 1.45 9.34
C -1.36 1.47 7.65
C -1.69 0.27 7.04
C -1.38 0.07 5.71
C -0.76 1.08 4.97
C -0.44 2.28 5.60
C -0.74 2.48 6.94
C -0.46 0.87 3.58
C -0.19 0.67 2.41
H -2.17 -0.51 7.61
H -1.62 -0.88 5.23
H 0.04 3.07 5.03
H -0.49 3.42 7.42
C -2.07 -4.50 -2.18
C -2.00 -4.92 -0.86
C -1.81 -4.00 0.16
C -1.67 -2.63 -0.11
C -1.70 -2.24 -1.46
C -1.92 -3.15 -2.48
Si -1.54 -1.35 1.29
C -1.28 -2.28 2.90
C -2.41 -2.89 3.46
C -2.33 -3.60 4.66
C -1.12 -3.70 5.32
C 0.01 -3.10 4.79
C -0.07 -2.40 3.59
C -3.23 -0.53 1.37
C -4.11 -0.56 0.29
C -5.31 0.14 0.31
C -5.66 0.87 1.44
C -4.81 0.89 2.54
C -3.61 0.21 2.50
H -2.25 -5.22 -2.97
H -2.12 -5.97 -0.62
H -1.79 -4.34 1.18
H -1.57 -1.20 -1.72
H -1.98 -2.81 -3.50
H -3.37 -2.81 2.97
H -3.22 -4.05 5.07
H -1.06 -4.24 6.26
H 0.96 -3.16 5.31
H 0.81 -1.91 3.20
H -3.86 -1.14 -0.59
H -5.98 0.10 -0.54
H -6.60 1.41 1.46
H -5.09 1.45 3.42
H -2.95 0.25 3.36
*
```

Output
ΔE to the lowest compared entry with this formula, charge and spin   0.437 eV
<S²>   6.40
Calculated total energy   -3734.5176 a.u.

***

(4)
Formula: C5H10N2O
Source: the Open Molecules 2025 dataset
Level of theory: ωB97M-V with the def2-TZVPD basis set

```
! wB97M-V def2-TZVPD RIJCOSX def2/J DEFGRID3
* xyz 0 1
C 1.61 0.33 0.45
C -1.48 0.76 -1.26
C 0.65 1.30 0.48
N 2.20 -0.14 1.64
C -0.47 -1.17 0.10
C -0.77 -2.07 -0.84
O -0.82 0.29 -0.07
N 0.47 2.50 0.75
H 2.18 0.15 -0.46
H 2.68 -1.02 1.53
H 1.54 -0.06 2.41
H -0.41 2.75 1.20
H -0.61 -1.41 1.15
H -1.53 1.84 -1.16
H -0.88 0.55 -2.14
H -2.46 0.29 -1.31
H -1.15 -3.04 -0.57
H -0.76 -1.85 -1.90
*
```

Output
ΔE to the lowest compared entry with this formula, charge and spin   6.651 eV
Calculated total energy   -381.0410 a.u.

***

Looking at maximum force for the records above, in order, we have 0.014 0.032 0.011 0.082 Eh/bohr.